[1]
# C29H33FeN4O3PS5

A molecular structure, C29H33FeN4O3PS5 at a distorted geometry (ωB97M-V/def2-TZVPD, the OMol25 dataset).

```
! wB97M-V def2-TZVPD RIJCOSX def2/J DEFGRID3
* xyz 0 5
Fe 0.66 -0.19 0.23
C 0.62 -1.06 3.33
C -0.28 -1.97 2.48
N -1.06 -1.19 1.52
C -2.34 -0.69 2.03
C -2.29 0.38 3.12
S -1.40 1.89 2.71
C 0.04 1.85 3.82
C 1.35 1.28 3.26
N 1.21 0.02 2.54
H 0.03 -0.62 4.13
H 1.38 -1.68 3.82
H 0.34 -2.66 1.91
H -0.91 -2.58 3.14
H -1.27 -1.79 0.73
H -2.88 -0.28 1.17
H -2.94 -1.52 2.42
H -3.33 0.67 3.31
H -1.92 -0.02 4.06
H 0.23 2.88 4.09
H -0.26 1.34 4.73
H 1.80 2.00 2.57
H 2.04 1.19 4.11
H 2.12 -0.29 2.20
O 1.80 -5.68 0.04
C 2.78 -5.23 0.85
C 3.57 -6.18 1.49
C 4.60 -5.78 2.33
C 4.86 -4.43 2.54
C 4.07 -3.49 1.91
C 3.02 -3.86 1.06
C 2.20 -2.80 0.43
O 2.44 -1.57 0.70
N 1.22 -3.19 -0.37
N 0.58 -2.04 -0.79
C 0.46 -1.75 -2.03
S 0.93 -2.95 -3.23
C 0.43 -2.22 -4.82
C -0.92 -1.52 -4.79
S -0.72 0.26 -4.66
H 1.33 -4.89 -0.33
H 3.36 -7.23 1.31
H 5.21 -6.54 2.81
H 5.66 -4.12 3.19
H 4.25 -2.43 2.05
H 0.41 -3.09 -5.49
H 1.21 -1.55 -5.17
H -1.54 -1.90 -3.99
H -1.47 -1.66 -5.73
S -1.32 0.28 -1.57
P -0.69 2.22 -1.10
S 0.99 2.23 -0.03
C -0.50 3.15 -2.63
C -1.64 3.46 -3.38
C -1.51 4.15 -4.57
C -0.25 4.53 -5.02
C 0.88 4.21 -4.27
C 0.76 3.52 -3.08
C -2.10 2.97 -0.25
C -3.34 2.36 -0.16
C -4.38 2.99 0.52
C -4.18 4.24 1.09
C -2.94 4.86 0.99
C -1.90 4.23 0.32
H -2.62 3.16 -3.03
H -2.39 4.39 -5.15
H -0.14 5.07 -5.95
H 1.86 4.50 -4.63
H 1.63 3.25 -2.50
H -3.51 1.38 -0.60
H -5.35 2.51 0.60
H -4.98 4.73 1.62
H -2.78 5.83 1.43
H -0.93 4.70 0.25
O 0.46 0.28 -3.47
C 0.20 -0.29 -2.22
*
```

E: -5165.63403 Eh
F_max: 1.06 eV/A
Expectation value of S²: 6.012
Energy relative to the best compared isomer or geometry (same formula, charge and spin): 224.9 kJ/mol

[2]
# C43H54F3InN4O15P2Se

A molecular structure, C43H54F3InN4O15P2Se at a distorted geometry (ωB97M-V/def2-TZVPD, the OMol25 dataset).

```
! wB97M-V def2-TZVPD RIJCOSX def2/J DEFGRID3
* xyz -2 1
In 0.86 0.63 -1.37
C -6.62 -0.99 -0.77
C -5.83 -1.71 0.33
C -6.38 -3.13 0.46
C -6.04 -0.98 1.66
C -4.34 -1.70 -0.03
C -3.68 -0.49 -0.21
C -2.34 -0.45 -0.54
Se -1.58 1.31 -0.71
C -1.16 1.53 1.15
C -2.10 2.12 1.97
C -1.87 2.28 3.33
C -0.62 1.88 3.80
C 0.36 1.31 3.01
C 0.09 1.07 1.63
O 0.95 0.45 0.87
C 1.72 0.93 3.60
C 1.92 -0.60 3.50
C 2.83 1.65 2.82
C 1.86 1.32 5.08
C -2.95 2.89 4.23
C -2.52 2.97 5.69
C -4.21 2.01 4.17
C -3.30 4.30 3.75
C -1.55 -1.61 -0.71
O -0.28 -1.53 -1.02
C -2.22 -2.86 -0.49
C -3.57 -2.85 -0.18
C -1.51 -4.21 -0.62
C -1.26 -4.52 -2.10
C -2.34 -5.36 -0.04
C -0.18 -4.22 0.15
H -7.69 -0.99 -0.54
H -6.47 -1.49 -1.73
H -6.30 0.04 -0.88
H -7.44 -3.10 0.70
H -5.87 -3.67 1.26
H -6.26 -3.69 -0.47
H -7.09 -0.99 1.95
H -5.70 0.05 1.60
H -5.46 -1.47 2.45
H -4.21 0.45 -0.09
H -3.04 2.44 1.52
H -0.41 2.03 4.85
H 1.83 -0.91 2.47
H 1.17 -1.12 4.10
H 2.92 -0.88 3.87
H 2.79 1.37 1.77
H 3.82 1.37 3.21
H 2.72 2.73 2.90
H 1.13 0.80 5.70
H 1.74 2.40 5.22
H 2.86 1.04 5.43
H -2.28 1.98 6.09
H -3.33 3.39 6.29
H -1.65 3.62 5.81
H -3.98 0.99 4.48
H -4.61 1.96 3.15
H -4.99 2.41 4.82
H -2.41 4.94 3.79
H -4.07 4.75 4.39
H -3.66 4.29 2.72
H -4.06 -3.80 -0.03
H -2.21 -4.67 -2.62
H -0.65 -5.42 -2.21
H -0.75 -3.70 -2.60
H -3.25 -5.55 -0.61
H -2.62 -5.16 1.00
H -1.75 -6.28 -0.06
H 0.52 -3.51 -0.27
H 0.28 -5.22 0.11
H -0.35 -3.96 1.20
O 1.12 4.98 -1.94
C 1.47 3.88 -1.50
O 0.71 2.85 -1.47
C 2.87 3.78 -0.93
C 3.53 4.96 -0.72
C 4.83 5.01 -0.20
C 5.49 3.84 0.10
C 4.88 2.62 -0.11
C 3.51 2.51 -0.62
O 2.94 1.40 -0.72
N 5.66 1.46 0.23
O 6.68 1.63 0.91
O 5.34 0.35 -0.16
N 5.49 6.26 0.00
O 6.64 6.27 0.41
O 4.87 7.29 -0.25
H 3.02 5.88 -0.98
H 6.50 3.87 0.49
N 1.58 -1.30 -6.07
C 0.75 -0.09 -5.67
C 0.22 0.60 -6.92
P -0.65 -0.72 -4.61
O 0.16 -2.01 -4.01
O -1.71 -1.18 -5.54
O -0.91 0.27 -3.52
P 1.99 1.00 -4.79
O 1.60 2.48 -5.26
O 3.27 0.54 -5.44
O 1.94 1.00 -3.29
H 1.27 -1.69 -6.95
H 1.46 -1.99 -5.31
H 2.57 -0.89 -6.06
H -0.44 -0.07 -7.46
H 1.04 0.93 -7.56
H -0.35 1.47 -6.62
H -0.23 -2.13 -3.07
H 1.14 2.90 -4.51
F 6.28 -4.26 -1.71
C 5.55 -3.99 -0.60
F 6.42 -3.63 0.36
F 5.00 -5.16 -0.20
C 4.50 -2.95 -0.86
C 3.45 -2.81 0.03
C 2.48 -1.86 -0.26
N 2.53 -1.10 -1.35
C 3.57 -1.20 -2.16
C 4.57 -2.13 -1.97
H 3.38 -3.42 0.92
H 1.62 -1.70 0.38
H 3.61 -0.50 -2.99
H 5.40 -2.19 -2.66
*
```

E: -6592.80148 Eh
F_max: 2.01 eV/A
Energy relative to the best compared isomer or geometry (same formula, charge and spin): 77.6 kJ/mol

[3]
# C36H44ClHfN6O3

A molecular structure, C36H44ClHfN6O3 (ωB97M-V/def2-TZVPD, the OMol25 dataset).

```
! wB97M-V def2-TZVPD RIJCOSX def2/J DEFGRID3
* xyz -1 1
Hf 0.49 0.45 -0.06
O -0.13 1.57 -4.42
C -0.35 1.70 -3.22
N 0.47 1.29 -2.21
C 1.82 1.09 -2.54
O 2.51 1.91 -3.11
C 2.38 -0.25 -2.08
C 3.49 -0.65 -2.76
C 3.77 -2.07 -2.76
C 3.10 -2.89 -1.94
C 2.24 -2.32 -0.84
N 1.65 -1.01 -1.19
C -1.73 2.19 -2.83
C -2.82 1.56 -3.42
C -4.09 1.99 -3.09
C -4.23 3.06 -2.22
C -3.09 3.66 -1.73
N -1.85 3.23 -2.01
H 3.96 0.03 -3.45
H 4.45 -2.48 -3.50
H 3.21 -3.96 -1.99
H 1.41 -3.00 -0.65
H -2.65 0.74 -4.10
H -4.96 1.49 -3.50
H -5.21 3.42 -1.92
H -3.16 4.51 -1.06
C 0.54 0.49 4.58
C 0.79 1.11 3.20
C 1.96 2.09 3.30
C 1.04 0.02 2.13
H 0.34 1.26 5.34
H 1.42 -0.08 4.90
H -0.32 -0.19 4.56
H -0.10 1.68 2.94
H 2.86 1.56 3.62
H 1.75 2.87 4.04
H 2.17 2.57 2.35
H 0.43 -0.86 2.40
H 2.09 -0.29 2.26
C -3.02 1.05 3.21
C -3.60 1.93 2.10
C -2.83 3.24 1.96
C -3.75 1.12 0.82
C -5.04 0.85 0.38
C -5.30 -0.02 -0.67
C -4.23 -0.69 -1.24
C -2.92 -0.44 -0.84
C -1.79 -1.32 -1.34
C -2.06 -2.03 -2.66
C -1.43 -2.34 -0.26
C -2.63 0.55 0.14
N -1.33 0.88 0.41
H -2.89 1.62 4.14
H -2.04 0.67 2.91
H -3.67 0.20 3.42
H -4.62 2.19 2.40
H -1.79 3.04 1.70
H -2.85 3.79 2.90
H -3.27 3.87 1.18
H -5.87 1.32 0.90
H -6.31 -0.20 -1.00
H -4.42 -1.42 -2.01
H -0.91 -0.70 -1.53
H -2.83 -2.79 -2.55
H -1.15 -2.51 -3.01
H -2.39 -1.33 -3.44
H -2.32 -2.90 0.03
H -1.06 -1.86 0.66
H -0.67 -3.04 -0.61
N 0.29 3.48 0.00
C 1.54 3.15 -0.35
N 2.27 4.02 -1.08
O 2.05 2.05 0.05
H -0.25 4.03 -0.66
H -0.29 2.71 0.36
H 1.74 4.70 -1.61
H 3.00 3.57 -1.61
Cl 6.53 -7.02 1.60
C 5.53 -5.63 1.26
C 4.16 -5.77 1.22
C 3.37 -4.66 0.96
C 3.93 -3.41 0.74
C 3.06 -2.21 0.48
C 5.31 -3.30 0.78
C 6.12 -4.40 1.04
H 3.71 -6.74 1.40
H 2.29 -4.78 0.94
H 3.66 -1.30 0.41
H 2.37 -2.08 1.31
H 5.77 -2.33 0.59
H 7.20 -4.30 1.07
*
```

E: -2460.87354 Eh
F_max: 0.83 eV/A
Energy relative to the best compared isomer or geometry (same formula, charge and spin): 70.3 kJ/mol

[4]
# C5H10O

C5H10O in the gas phase (ωB97M-V/def2-TZVPD, the OMol25 dataset).

```
! wB97M-V def2-TZVPD RIJCOSX def2/J DEFGRID3
* xyz 0 1
C 0.94 0.49 0.99
C 1.49 -1.30 -1.48
C 0.20 -1.11 -0.81
C -0.15 0.18 -0.05
C -1.52 0.05 0.62
O -0.17 1.20 -1.05
H 1.92 0.57 0.51
H 0.73 1.45 1.49
H 0.99 -0.28 1.76
H 1.92 -0.29 -1.62
H -0.33 -1.09 -1.80
H -0.17 -2.01 -0.32
H -2.30 -0.10 -0.14
H -1.76 0.96 1.18
H -1.54 -0.79 1.32
H -0.25 2.05 -0.60
*
```

E: -271.60579 Eh
F_max: 0.39 eV/A
Energy relative to the best compared isomer or geometry (same formula, charge and spin): 385.5 kJ/mol